1.
Molecular formula: C19H52BCl2F4O15
Method: DFT, ωB97M-V/def2-TZVPD

XYZ file:
```
93
Properties=species:S:1:pos:R:3:forces:R:3
B 0.27965 -0.66568 -0.11451 -1.12 -0.98 0.47
F -0.40605 -1.56294 0.69674 0.02 0.38 0.32
F 1.61843 -0.84079 -0.04106 1.73 -0.10 0.43
F -0.11184 -0.96434 -1.43346 -0.16 0.70 -0.95
F -0.04101 0.66160 0.17638 -0.24 0.48 -0.26
C -3.47507 0.98404 2.70948 0.93 -0.69 -0.75
C -3.73980 2.14193 3.58523 -0.64 0.63 1.55
C -4.38453 3.16021 2.69964 -0.96 -0.53 -0.07
O -3.90969 2.83452 1.41714 -0.61 1.56 -1.67
C -3.06913 1.72721 1.43196 0.60 -0.57 0.55
H -4.35921 0.36453 2.55908 -0.02 -0.04 -0.10
H -2.67564 0.39862 3.16365 -0.02 -0.33 -0.37
H -2.78904 2.53666 3.94354 -0.08 -0.08 0.44
H -4.44590 1.86915 4.36952 0.45 0.18 0.51
H -4.24346 4.19163 3.02273 0.47 0.11 -0.38
H -5.46174 2.99902 2.65807 -0.30 0.09 0.20
H -2.05259 2.11509 1.49747 0.41 -0.42 0.09
H -3.16347 1.14805 0.51338 -0.19 0.04 -0.07
C 0.10992 0.69764 5.14364 1.05 0.39 -1.32
C 0.36370 0.25902 3.69359 -1.85 -0.39 1.00
O 0.24789 1.31900 2.79641 1.01 1.41 -0.30
O 1.20113 1.52384 5.55907 -0.16 -0.24 0.28
H 0.09288 -0.19653 5.76676 -0.45 -0.08 0.03
H -0.78339 1.32038 5.19152 -0.44 -0.41 0.04
H -0.51202 -0.31107 3.38344 0.21 -1.28 0.68
H 1.27320 -0.34061 3.65662 0.21 0.17 -0.29
H 0.07605 0.92792 1.93668 0.01 0.23 -0.06
H 1.01323 1.65342 6.49155 0.45 0.36 0.17
C 0.72448 1.26746 -4.35049 -1.06 0.31 -2.44
C 0.81104 2.09938 -3.03483 -0.47 0.80 3.09
O -0.26422 1.90818 -2.14996 0.50 0.52 -1.80
O -0.41687 1.70469 -5.03012 0.94 0.33 0.14
H 0.68625 0.18348 -4.24259 0.16 -0.09 1.07
H 1.52045 1.54538 -5.04135 0.39 -0.06 0.52
H 0.89359 3.17760 -3.17168 -0.23 -0.13 -0.96
H 1.65886 1.80558 -2.41597 0.80 -0.57 -0.80
H 0.03872 1.21450 -1.55951 -0.54 -0.74 0.92
H -1.21937 1.59082 -4.51571 -0.84 -0.55 0.33
C 6.48768 -0.01726 -0.09050 -1.07 -0.71 -0.67
C 5.28074 -1.02684 -0.10200 1.16 1.11 0.04
O 5.36703 -1.84965 0.99346 -0.38 -1.15 1.34
O 6.48966 0.89163 1.00430 0.04 -0.83 -0.48
H 6.36739 0.41194 -1.08521 0.45 0.96 -0.09
H 7.45444 -0.51931 -0.05302 -0.22 -0.27 -0.02
H 5.23422 -1.66194 -0.98663 0.38 0.18 -0.20
H 4.34080 -0.47674 -0.05732 -0.20 0.45 -0.26
H 5.23726 -1.26556 1.74419 0.21 -0.16 0.43
H 5.71858 1.45787 0.92430 -0.35 0.38 -0.06
C -2.50461 -3.48428 -0.32901 0.30 -0.31 -0.84
C -3.54657 -2.94062 0.62683 -0.54 0.66 -0.42
O -4.84444 -2.94738 0.01742 -0.03 -0.48 -0.06
O -2.18094 -2.67289 -1.44447 -0.33 0.90 -0.27
H -2.85713 -4.35055 -0.88885 -0.41 -0.55 0.92
H -1.57094 -3.73548 0.17423 -0.20 -0.17 0.39
H -3.42874 -1.88169 0.85679 1.11 0.08 0.21
H -3.57424 -3.49160 1.56691 0.23 -0.28 0.01
H -5.36838 -2.38462 0.59222 -0.37 -0.08 -0.19
H -1.43071 -2.10795 -1.24548 -0.19 0.01 0.14
C -4.56213 -0.50098 -2.23931 1.25 0.15 0.10
C -3.44399 0.38681 -2.85283 0.01 -0.39 0.33
O -3.31750 0.25562 -4.26812 0.34 0.37 0.31
O -5.83714 -0.18710 -2.69232 -0.35 0.51 -0.25
H -4.54402 -0.33675 -1.16191 0.41 -0.19 0.31
H -4.36210 -1.55833 -2.41283 0.08 0.09 -0.07
H -2.49978 0.14271 -2.36602 0.26 -0.57 0.16
H -3.51680 1.44702 -2.61042 -0.75 0.16 -0.25
H -3.03447 -0.64994 -4.41459 -0.09 -0.25 -0.22
H -5.94761 0.68339 -2.30289 -0.83 0.26 -0.29
C 1.22564 -3.08318 -3.19167 1.89 1.74 1.36
C 2.58042 -2.32019 -3.16912 0.14 -0.11 -1.62
O 2.60117 -1.01639 -2.61352 -0.43 0.20 -0.42
O 1.07094 -3.49915 -1.85747 -0.63 -1.29 0.38
H 1.33037 -3.89446 -3.91205 -0.38 -0.24 0.37
H 0.42333 -2.38313 -3.42473 -0.13 -0.11 -0.57
H 2.88910 -2.20944 -4.20862 0.14 0.30 -0.22
H 3.37306 -2.90847 -2.70683 -0.29 -0.41 0.22
H 2.46365 -1.06971 -1.66492 -0.04 -0.11 0.29
H 0.75559 -2.74694 -1.35117 -0.11 -0.05 -0.14
C 3.01282 2.25296 0.25716 -0.76 -0.35 -0.16
C 2.01212 3.34896 0.59511 -0.28 -0.34 -0.49
O 2.08742 4.33741 -0.44065 0.62 0.20 -0.16
O 4.34231 2.61629 0.44120 1.05 0.64 0.29
H 2.91473 1.99113 -0.79637 -0.44 -0.34 -0.19
H 2.88882 1.36142 0.87187 -0.47 0.08 0.00
H 2.25356 3.71393 1.59342 -0.08 0.40 -0.05
H 0.98237 2.99226 0.57325 0.13 -0.51 0.44
H 1.23390 4.75034 -0.59095 0.00 -0.01 0.33
H 4.61131 3.20163 -0.27057 0.07 0.23 0.03
C 1.68981 -3.41384 1.89375 -1.39 1.64 -0.18
Cl 0.78577 -3.28488 3.45949 0.06 0.32 -0.55
Cl 2.42782 -4.91975 1.83324 1.41 -1.73 -0.23
H 1.01106 -3.34679 1.04352 -0.34 -0.07 0.53
H 2.34189 -2.54815 1.77768 0.35 -0.36 0.47
```
Positions in Å, forces in eV/Å.

The value obtained for the strongest force on any atom is 3.2 eV Å⁻¹. As for the LUMO energy (spin up / spin down): -0.227 / -6.654 eV. The charge is 0. Its multiplicity is 2. Its HOMO-LUMO gap (spin up / spin down) is 9.197 / 2.769 eV.

Mulliken atomic charge list, values in e, 4 entries: atom 1 (B): 1.034, atom 2 (F): -0.145, atom 3 (F): -0.434, atom 4 (F): -0.561

=====

2.
Molecular formula: C19H54N4O7
Method: DFT, ωB97M-V/def2-TZVPD

XYZ file:
```
84
Properties=species:S:1:pos:R:3:forces:R:3
C -16.96848 6.39688 -29.32456 -0.15 0.20 -0.05
O -15.80100 7.18696 -29.08117 -0.92 -0.28 0.39
C -16.04402 8.28265 -28.18982 0.83 0.12 0.23
C -17.01377 9.34196 -28.73441 0.89 0.12 -0.63
C -16.39436 9.93749 -30.01479 -0.60 -0.32 -0.26
N -17.24494 10.34870 -27.72240 0.08 0.00 0.74
H -17.74028 6.98502 -29.82320 0.05 -0.02 -0.19
H -17.42434 6.00887 -28.41027 0.23 0.02 0.23
H -16.70567 5.55369 -29.96032 0.21 0.11 0.00
H -16.26257 7.98768 -27.15772 -0.80 -0.50 -0.18
H -15.03014 8.67214 -28.05186 -0.08 0.60 -0.32
H -17.96106 8.85655 -28.96918 -0.10 0.11 0.07
H -16.38470 9.23338 -30.84917 0.13 -0.18 0.11
H -15.36692 10.24983 -29.82689 -0.03 0.15 0.02
H -16.99786 10.77811 -30.36020 0.12 0.16 0.12
H -16.41092 10.89622 -27.54425 0.11 -0.07 0.08
H -17.97096 11.01445 -27.94609 -0.11 -0.19 -0.26
C -12.75240 10.32539 -26.63511 -0.51 -0.09 -0.58
O -11.53525 10.76741 -27.14804 1.43 -0.52 0.09
C -10.35356 10.10132 -26.65539 -0.77 0.78 -0.40
C -9.31209 11.19129 -26.43900 1.19 0.01 -0.20
C -8.88788 11.89681 -27.74032 -1.18 -0.17 -0.41
N -8.12397 10.60186 -25.81906 -0.06 -0.97 0.40
H -12.99091 10.74733 -25.65910 0.02 0.17 -0.08
H -12.87631 9.23943 -26.56896 0.43 -0.13 -0.07
H -13.44291 10.65723 -27.41392 -0.55 0.11 0.52
H -10.59327 9.52254 -25.76161 0.16 0.25 0.29
H -10.00958 9.38396 -27.40642 0.09 -0.02 -0.16
H -9.72022 11.91149 -25.72816 -0.11 0.10 -0.11
H -7.93664 12.41105 -27.62004 -0.15 0.24 0.09
H -9.67824 12.55906 -28.10096 0.19 0.35 0.21
H -8.78339 11.20207 -28.57809 0.25 -0.36 0.23
H -7.28537 11.15613 -25.91997 -0.17 0.35 -0.02
H -7.90722 9.72892 -26.28772 0.02 -0.10 0.05
C -15.38602 9.82496 -24.76802 -0.54 -0.34 -1.01
O -15.17533 11.21454 -25.01348 0.29 -0.90 1.67
C -14.87635 11.94210 -23.79955 -1.11 1.30 -2.34
C -16.17176 12.37565 -23.07476 0.65 -1.13 1.90
C -15.93731 13.61247 -22.22230 1.24 1.00 -0.64
N -16.48594 11.22286 -22.19782 -0.52 -0.44 0.11
H -16.45060 9.59041 -24.81685 -0.04 0.05 0.24
H -14.97699 9.41984 -23.84263 0.11 0.44 0.15
H -14.92660 9.27969 -25.59528 0.09 -0.01 -0.02
H -14.16167 11.42579 -23.15868 -0.09 -0.13 0.10
H -14.40573 12.80337 -24.28039 0.23 0.34 0.74
H -16.99774 12.49458 -23.77339 0.19 0.07 -0.21
H -15.50862 14.39456 -22.85882 -0.32 0.24 -0.06
H -15.12164 13.45073 -21.51249 -0.12 -0.37 0.17
H -16.75949 14.05821 -21.66496 -0.34 -0.42 -0.20
H -17.22776 11.40579 -21.53163 -0.30 0.23 -0.30
H -15.70261 11.00733 -21.59215 0.28 0.08 -0.20
C -10.28357 0.11197 -23.26664 0.16 -0.69 -0.92
O -10.40992 0.84076 -24.48228 -0.46 0.32 0.26
C -11.76344 1.23470 -24.70433 -0.38 -0.10 -0.53
C -11.96033 2.03983 -25.99519 1.82 1.54 0.89
C -10.82228 3.07272 -26.07094 0.55 -0.09 0.33
N -13.21771 2.82321 -25.93275 0.22 -1.99 -0.21
H -11.07061 -0.64591 -23.24118 -0.11 -0.01 0.32
H -10.28307 0.69585 -22.34479 -0.20 0.37 -0.15
H -9.34008 -0.42940 -23.33658 0.08 0.12 0.10
H -12.39627 0.35133 -24.83051 -0.08 -0.16 0.55
H -12.10842 1.85047 -23.86910 -0.14 -0.07 0.18
H -11.80170 1.38685 -26.85248 -0.89 0.01 -0.17
H -10.95422 3.68505 -26.96322 0.26 -0.01 -0.06
H -9.82459 2.63688 -25.98814 -0.04 -0.17 -0.62
H -10.82230 3.72641 -25.19252 -0.45 0.16 0.03
H -13.06396 3.49729 -25.19667 -0.26 0.39 -0.23
H -13.35382 3.26147 -26.83364 -0.12 0.41 0.16
O -12.12101 2.90614 -32.32094 -0.40 -0.45 -0.26
C -13.08927 3.57832 -31.53216 0.76 0.67 0.08
C -12.69223 3.58545 -30.07380 -0.71 -0.24 0.69
O -12.88708 2.32894 -29.41175 -0.15 0.02 -0.30
H -11.39364 3.52935 -32.38874 0.17 -0.18 -0.13
H -13.13158 4.60305 -31.91654 -0.26 0.23 0.34
H -14.10084 3.18267 -31.63408 0.22 -0.51 -0.28
H -13.33719 4.29502 -29.54749 0.42 0.47 -0.03
H -11.63420 3.79913 -29.92162 -0.05 0.34 -0.20
H -13.83869 2.27193 -29.28087 0.03 -0.34 0.14
C -13.18022 6.37072 -26.83971 -0.44 0.28 -0.36
O -14.05176 5.55635 -27.59164 0.06 -1.02 0.08
H -12.59160 6.97546 -27.53579 0.03 0.41 0.29
H -13.81924 6.95719 -26.17428 0.55 0.44 0.21
H -12.47187 5.79068 -26.24924 -0.24 -0.31 -0.05
H -14.74880 6.10983 -27.97097 0.16 0.10 -0.23
```
Positions in Å, forces in eV/Å.

The value obtained for the strongest force on any atom is 2.9 eV Å⁻¹. As for the LUMO energy: 0.637 eV. The charge is 0. The structure (SMILES) is COC[C@H](C)N.COC[C@H](C)N.COC[C@H](C)N.COC[C@H](C)N.OCCO.CO. For the energy above the lowest of the compared OMol25 structures with the same formula, charge and spin, the calculation gives 0.396 eV. Its HOMO-LUMO gap is 9.360 eV.

Mulliken atomic charge list, values in e, 4 entries: atom 1 (C): -0.865, atom 2 (O): -0.435, atom 3 (C): -0.257, atom 4 (C): 0.220

=====

3.
Molecular formula: C19H56FN3O9S8
Method: DFT, ωB97M-V/def2-TZVPD

XYZ file:
```
96
Properties=species:S:1:pos:R:3:forces:R:3
C -4.28991 3.14711 -2.13771 -0.04 -0.15 0.13
C -3.38741 2.34303 -3.07690 0.06 0.20 -0.38
C -2.65882 3.21063 -4.12811 0.06 -0.08 0.35
C -1.15138 3.01738 -4.17151 0.07 -0.19 0.04
N -0.73831 1.88765 -5.00328 -0.13 0.06 0.29
N -0.59352 0.67212 -4.28735 0.70 -0.21 -0.71
C 0.74331 0.52585 -3.65014 -0.06 0.38 0.29
N 0.80200 -0.54900 -2.69907 -0.08 0.28 -0.04
S -1.03263 -0.57844 -5.30408 0.06 1.25 1.60
O -1.10301 -0.17206 -6.63754 0.02 0.45 -1.89
O -0.41889 -1.76903 -4.92468 0.88 -1.56 0.30
F -2.47668 -0.66782 -4.80773 -1.53 -0.25 0.10
H -3.86068 3.16024 -1.13924 0.02 0.17 0.04
H -5.27379 2.69316 -2.03975 -0.11 -0.01 -0.01
H -4.42371 4.16759 -2.49049 -0.08 0.11 0.00
H -3.97883 1.59476 -3.59955 0.03 -0.18 0.03
H -2.64398 1.81816 -2.48435 0.00 -0.21 0.09
H -3.04911 3.00930 -5.12271 -0.08 0.18 -0.14
H -2.83074 4.26001 -3.88574 -0.09 0.11 -0.11
H -0.66471 3.90141 -4.58154 -0.01 0.06 -0.15
H -0.78269 2.90866 -3.14800 0.12 0.01 0.10
H 0.08999 2.07776 -5.55675 0.04 -0.01 0.12
H 1.52850 0.41487 -4.40263 0.02 -0.20 -0.12
H 0.88610 1.50914 -3.19060 0.03 0.11 -0.07
H 1.75752 -0.62268 -2.36412 -0.11 -0.18 0.11
H 0.24219 -0.30022 -1.88874 0.05 -0.06 -0.03
C 1.61266 0.24082 1.57292 -0.03 -0.01 0.05
S 3.03283 -0.62538 0.89447 -0.03 0.09 0.05
O 2.78528 -0.74389 -0.56823 0.13 0.02 -0.08
C 2.67426 -2.23452 1.58875 -0.02 0.04 0.08
H 1.61916 1.26669 1.20464 0.00 0.00 -0.01
H 0.70422 -0.26159 1.24171 -0.02 -0.03 -0.02
H 1.67740 0.23988 2.66179 -0.01 0.01 0.00
H 1.69359 -2.56648 1.25036 0.01 0.02 -0.03
H 2.71263 -2.18001 2.67692 0.01 -0.01 0.00
H 3.43146 -2.92693 1.23417 0.00 -0.03 -0.01
C 1.29867 -6.99535 2.96906 -0.06 -0.02 0.03
S 2.75197 -6.72482 1.95084 0.06 -0.07 -0.04
O 2.82706 -5.26222 1.69857 -0.01 0.08 0.07
C 2.08211 -7.45880 0.45823 -0.02 -0.06 -0.04
H 1.50229 -6.55712 3.94374 -0.01 0.01 0.00
H 0.44229 -6.50547 2.50551 0.02 0.01 0.00
H 1.12451 -8.06597 3.07564 0.00 0.00 0.01
H 1.16981 -6.93278 0.17879 0.01 0.02 0.01
H 1.88781 -8.51736 0.63045 0.00 0.00 -0.02
H 2.83101 -7.34300 -0.32182 0.01 0.01 0.00
C 4.07414 5.06401 -0.20606 0.00 0.07 -0.03
S 3.25765 3.51157 0.17488 0.09 -0.09 -0.04
O 1.88556 3.84764 0.64721 -0.07 -0.01 0.06
C 4.23013 3.15331 1.63620 0.01 -0.01 -0.03
H 3.57916 5.48991 -1.07613 -0.01 0.00 0.00
H 3.97810 5.73546 0.64682 -0.01 -0.01 0.01
H 5.12231 4.87096 -0.43253 0.00 0.00 -0.01
H 4.13391 3.96976 2.34793 -0.01 0.01 0.01
H 5.27446 3.01526 1.36146 0.01 -0.01 0.02
H 3.84989 2.23268 2.07355 0.00 -0.01 -0.01
C 4.88551 4.41565 6.15672 -0.04 0.02 0.06
S 6.30641 3.56421 5.46562 0.06 0.03 0.03
O 6.04556 3.42703 4.00928 0.00 0.00 -0.06
C 5.95042 1.96426 6.19662 -0.01 -0.04 0.06
H 4.89953 5.43332 5.77293 0.01 0.00 -0.01
H 3.97410 3.90955 5.83912 0.01 -0.01 -0.02
H 4.96554 4.43074 7.24353 -0.01 0.02 0.00
H 4.96137 1.63759 5.87609 0.00 0.01 -0.02
H 6.00342 2.04209 7.28243 0.01 -0.01 0.00
H 6.70726 1.26968 5.83909 0.01 0.00 -0.01
C -4.95173 -3.55821 -9.28303 0.00 -0.06 0.04
S -4.64133 -1.79105 -9.17342 -0.07 0.02 0.07
O -4.60920 -1.28417 -10.56913 0.01 0.02 -0.11
C -2.94273 -1.92723 -8.62385 0.06 -0.05 -0.01
H -5.96429 -3.68957 -9.65807 -0.01 0.01 -0.01
H -4.23638 -4.00292 -9.97448 0.00 0.02 -0.01
H -4.86291 -4.00276 -8.29179 -0.01 -0.01 0.00
H -2.37416 -2.49437 -9.36102 -0.01 0.00 -0.01
H -2.91425 -2.41694 -7.65044 0.00 0.01 0.01
H -2.53807 -0.92395 -8.52863 -0.01 0.02 0.00
C -3.95425 2.35099 2.29776 -0.02 0.07 0.07
S -2.53039 1.54374 1.56128 0.07 0.07 0.02
O -2.84875 1.37504 0.11774 0.06 -0.10 -0.04
C -2.79334 -0.03325 2.36154 -0.04 -0.08 -0.01
H -4.00269 3.35981 1.89339 0.00 0.01 -0.01
H -4.85407 1.79735 2.03077 0.01 -0.01 -0.02
H -3.82512 2.38777 3.37947 -0.01 0.01 0.00
H -3.78225 -0.40665 2.09351 0.00 0.00 -0.03
H -2.70467 0.08783 3.44055 0.02 -0.05 -0.06
H -2.03070 -0.72213 2.00141 0.01 0.03 -0.01
C -2.95837 -3.00708 6.49953 -0.02 -0.07 0.04
S -2.80425 -1.24124 6.76492 -0.06 0.05 0.05
O -2.54112 -0.64154 5.42937 0.04 0.03 0.03
C -1.22366 -1.30219 7.61063 0.05 -0.04 0.05
H -3.87254 -3.17108 5.93325 0.00 0.01 0.00
H -2.09817 -3.35647 5.93091 0.02 0.00 -0.02
H -3.02431 -3.51318 7.46267 -0.01 -0.01 -0.01
H -0.48926 -1.78002 6.96224 -0.02 0.01 -0.01
H -1.33518 -1.85031 8.54599 0.01 0.01 0.01
H -0.92814 -0.27621 7.81796 -0.01 0.01 0.00
```
Positions in Å, forces in eV/Å.

The value obtained for the strongest force on any atom is 2.0 eV Å⁻¹. As for the LUMO energy: 0.022 eV. The charge is 0. Its HOMO-LUMO gap is 8.321 eV.

Mulliken atomic charge list, values in e, 4 entries: atom 1 (C): -1.166, atom 2 (C): -0.037, atom 3 (C): -0.712, atom 4 (C): -0.824